Entry 1:
Entry from OMol25: C45H50CaN8O2PSSb2 as an isolated structure in a non-equilibrium geometry (the ωB97M-V functional and the def2-TZVPD basis).

XYZ file:
```
110
Properties=species:S:1:pos:R:3:forces:R:3
Ca -0.453604 -0.261893 0.226084 -0.016 1.387 -0.017
C -0.155828 3.425377 3.144198 0.049 -0.188 -0.222
Sb -1.167884 2.607890 1.415152 -0.185 0.814 0.791
C -3.040269 2.268294 2.431902 0.127 -0.025 -0.113
C -1.670746 4.611219 0.677919 0.027 -0.338 -0.087
C -2.971969 4.593613 -0.053168 -0.137 0.018 -0.074
C -4.147804 4.794779 0.673388 0.031 -0.006 -0.008
C -5.397235 4.687463 0.088726 -0.025 -0.033 0.008
C -5.489641 4.380125 -1.260925 -0.040 0.020 -0.016
C -4.333305 4.237123 -2.008106 0.046 0.030 0.017
C -3.062536 4.350265 -1.435320 -0.092 0.031 0.087
C -1.861848 4.237261 -2.307110 0.167 -0.265 0.054
Sb -1.047388 2.205845 -2.537300 -0.131 0.405 -0.521
C 0.374855 2.956261 -3.985281 0.025 -0.172 0.258
C -2.541108 1.616669 -3.999793 0.087 -0.066 0.176
H -0.856419 4.031836 3.715683 -0.036 0.010 -0.036
H 0.666152 4.051958 2.797820 0.012 0.007 0.035
H 0.241889 2.634706 3.778656 0.009 0.039 0.007
H -3.172300 3.002483 3.225349 0.015 -0.002 0.009
H -3.051831 1.262296 2.853814 0.038 0.004 0.011
H -3.856167 2.364810 1.716952 -0.003 -0.047 -0.009
H -0.830190 4.951785 0.076606 -0.008 0.025 0.018
H -1.734551 5.227263 1.573657 0.038 -0.024 0.032
H -4.071660 5.049197 1.724687 -0.001 -0.038 0.008
H -6.290275 4.852045 0.677531 0.009 -0.001 0.005
H -6.457648 4.291667 -1.737958 0.010 0.019 -0.004
H -4.408833 4.065928 -3.075570 -0.003 0.018 -0.007
H -1.022825 4.829625 -1.942183 -0.041 0.082 -0.051
H -2.098829 4.565340 -3.318921 0.051 -0.012 -0.022
H -0.050647 3.831869 -4.472533 -0.049 -0.012 -0.010
H 0.588557 2.191370 -4.729870 -0.032 -0.035 0.047
H 1.299246 3.246303 -3.484683 -0.016 -0.025 0.012
H -2.095683 1.622113 -4.993052 0.039 0.016 0.011
H -3.393381 2.293462 -3.982521 -0.001 0.004 0.015
H -2.889691 0.607711 -3.775487 -0.014 -0.002 -0.034
N -3.404250 -3.248303 1.946059 -0.010 0.100 -0.092
C -2.547985 -3.768198 2.880646 0.144 0.008 0.101
C -1.617870 -2.796674 3.109571 -0.012 -0.144 0.105
N -1.884414 -1.702736 2.338538 -0.125 0.409 -0.246
C -2.958653 -1.999413 1.644691 0.055 -0.257 0.360
C -3.565360 -1.093321 0.694102 -0.321 0.224 -0.235
N -2.909784 -0.145285 0.052335 -0.029 -0.219 0.065
C -3.842914 0.532743 -0.692241 -0.147 0.049 0.005
C -5.073563 -0.016297 -0.501724 0.062 0.143 -0.091
N -4.884318 -1.050504 0.380103 0.113 -0.101 0.045
H -4.162462 -3.746934 1.514656 -0.019 0.018 -0.040
H -2.672767 -4.753989 3.292265 -0.019 0.013 -0.013
H -0.792015 -2.814446 3.801519 0.008 0.003 -0.033
H -3.580570 1.384161 -1.298390 -0.056 -0.013 0.001
H -6.040421 0.237245 -0.898471 0.010 -0.004 0.015
H -5.611936 -1.620148 0.775471 -0.011 -0.001 0.048
C 5.580425 1.562885 3.083823 0.015 -0.042 -0.008
C 5.608998 0.195629 2.859736 0.078 -0.017 0.021
C 4.449394 -0.481772 2.509387 -0.091 0.041 -0.065
C 3.250533 0.211610 2.381008 -0.011 0.016 -0.175
C 3.228544 1.586123 2.604791 -0.030 -0.082 0.001
C 4.385848 2.257726 2.956006 -0.039 0.080 0.043
P 1.645889 -0.614736 2.052466 0.818 -0.027 1.213
C 2.179320 -2.285378 1.547922 -0.011 0.019 -0.111
C 2.054358 -3.452147 2.290606 -0.072 0.045 0.012
C 2.483314 -4.663907 1.764287 -0.011 -0.045 -0.015
C 3.038581 -4.720492 0.495990 -0.004 -0.007 0.012
C 3.157419 -3.559509 -0.258052 -0.006 -0.037 -0.027
C 2.723706 -2.353291 0.262363 0.007 0.036 0.031
C 1.111851 -0.729286 3.805610 -0.070 -0.064 -0.072
C 1.892448 -1.342915 4.785866 -0.053 -0.024 0.044
C 1.458470 -1.384689 6.101117 0.067 -0.053 0.004
C 0.257448 -0.786786 6.461399 0.009 0.012 -0.003
C -0.493900 -0.121708 5.505878 -0.089 0.081 0.054
C -0.067711 -0.094037 4.186319 0.181 -0.130 0.006
H 6.487927 2.086869 3.353551 -0.006 0.005 0.002
H 6.537229 -0.352235 2.962059 -0.002 0.011 -0.016
H 4.484500 -1.549067 2.331960 0.015 -0.012 0.003
H 2.296249 2.128198 2.493801 0.033 0.045 0.000
H 4.360635 3.326545 3.126000 -0.012 -0.007 -0.013
H 1.623057 -3.425932 3.282469 -0.005 0.001 -0.010
H 2.384584 -5.567696 2.351964 0.007 0.008 0.003
H 3.380979 -5.665763 0.095430 -0.008 0.002 -0.002
H 3.591172 -3.602417 -1.249283 -0.001 0.032 -0.002
H 2.819872 -1.441160 -0.321168 0.023 -0.019 -0.014
H 2.849561 -1.777771 4.525241 -0.006 -0.020 -0.017
H 2.063807 -1.877183 6.851394 0.001 0.010 -0.006
H -0.076913 -0.828332 7.489768 -0.011 0.032 -0.004
H -1.413778 0.377090 5.785841 0.005 -0.018 -0.005
H -0.659361 0.414338 3.439046 -0.105 -0.023 -0.013
C -1.213428 -2.130227 -5.337020 -0.015 -0.014 -0.091
N -1.016176 -2.257468 -3.897195 0.008 0.107 0.135
C -1.386063 -3.401215 -3.259073 -0.009 -0.055 0.090
C -1.258173 -3.548582 -1.929709 -0.051 -0.073 0.166
C -0.725155 -2.441534 -1.172104 -0.003 -0.628 -0.708
O -0.593988 -2.462304 0.071329 -0.081 -0.676 -0.109
N -0.351449 -1.316755 -1.835314 0.103 -0.170 -0.464
C -0.453289 -1.207314 -3.172899 0.069 -0.106 -0.423
O -0.034197 -0.218413 -3.799197 0.049 -0.101 0.223
H -0.792416 -2.992940 -5.852046 0.012 -0.006 0.037
H -0.712936 -1.228819 -5.670459 -0.007 0.001 -0.007
H -2.275996 -2.057776 -5.570475 0.009 0.015 0.017
H -1.773218 -4.185932 -3.896051 -0.025 0.017 -0.004
H -1.534047 -4.461349 -1.425240 0.013 -0.006 -0.010
S 2.195054 1.679614 -0.600580 -0.441 -0.056 0.112
C 3.123375 1.006510 -1.814722 -0.045 -0.237 -0.239
N 2.525782 0.326090 -2.851662 0.254 0.032 0.232
C 3.221115 -0.190360 -3.876745 0.082 -0.075 -0.117
C 4.577105 -0.074452 -3.906203 0.015 0.001 -0.002
C 5.159374 0.587490 -2.808349 -0.163 -0.021 -0.031
N 4.473517 1.097337 -1.815642 0.181 0.142 0.049
H 1.508920 0.206724 -2.856944 -0.105 0.188 -0.116
H 2.639677 -0.684290 -4.643499 -0.047 0.022 0.027
H 5.164679 -0.472456 -4.717935 -0.005 -0.003 0.006
H 6.237457 0.698860 -2.746032 -0.007 -0.012 -0.010
```
Positions in Å, forces in eV/Å.

Values from the calculation:
LUMO level	-0.07185	Eh
highest occupied orbital energy	-9.684	eV
calculated total energy	-115130.36525	eV
ΔE to the lowest compared entry with this formula, charge and spin	17.1	kcal per mole
multiplicity	1
charge	+1

Mulliken population analysis, charges in e, atoms 1 to 99: number 1, Ca, carries 1.317; number 2, C, carries -1.510; number 3, Sb, carries 0.862; number 4, C, carries -1.401; number 5, C, carries -1.807; number 6, C, carries 0.662; number 7, C, carries -0.481; number 8, C, carries -0.652; number 9, C, carries -0.920; number 10, C, carries -0.441; number 11, C, carries 0.968; number 12, C, carries -1.962; number 13, Sb, carries 0.542; number 14, C, carries -1.361; number 15, C, carries -1.323; number 16, H, carries 0.560; number 17, H, carries 0.491; number 18, H, carries 0.335; number 19, H, carries 0.516; number 20, H, carries 0.325; number 21, H, carries 0.320; number 22, H, carries 0.574; number 23, H, carries 0.713; number 24, H, carries 0.393; number 25, H, carries 0.432; number 26, H, carries 0.454; number 27, H, carries 0.363; number 28, H, carries 0.675; number 29, H, carries 0.760; number 30, H, carries 0.568; number 31, H, carries 0.333; number 32, H, carries 0.324; number 33, H, carries 0.490; number 34, H, carries 0.409; number 35, H, carries 0.251; number 36, N, carries -0.001; number 37, C, carries -1.338; number 38, C, carries 0.113; number 39, N, carries 0.348; number 40, C, carries -0.196; number 41, C, carries -0.577; number 42, N, carries 1.106; number 43, C, carries -0.446; number 44, C, carries -0.935; number 45, N, carries -0.043; number 46, H, carries 0.188; number 47, H, carries 0.445; number 48, H, carries 0.312; number 49, H, carries 0.103; number 50, H, carries 0.494; number 51, H, carries 0.223; number 52, C, carries -0.640; number 53, C, carries -0.763; number 54, C, carries -0.779; number 55, C, carries 1.027; number 56, C, carries -0.381; number 57, C, carries -0.656; number 58, P, carries 1.206; number 59, C, carries 1.107; number 60, C, carries -0.465; number 61, C, carries -0.751; number 62, C, carries -0.768; number 63, C, carries -0.509; number 64, C, carries -0.625; number 65, C, carries 0.334; number 66, C, carries -0.514; number 67, C, carries -0.788; number 68, C, carries -0.856; number 69, C, carries -0.909; number 70, C, carries -0.121; number 71, H, carries 0.394; number 72, H, carries 0.434; number 73, H, carries 0.432; number 74, H, carries 0.138; number 75, H, carries 0.449; number 76, H, carries 0.284; number 77, H, carries 0.430; number 78, H, carries 0.374; number 79, H, carries 0.496; number 80, H, carries 0.189; number 81, H, carries 0.510; number 82, H, carries 0.459; number 83, H, carries 0.423; number 84, H, carries 0.484; number 85, H, carries 0.298; number 86, C, carries -1.168; number 87, N, carries 0.270; number 88, C, carries -0.345; number 89, C, carries -1.392; number 90, C, carries 0.964; number 91, O, carries -0.243; number 92, N, carries 0.503; number 93, C, carries -0.512; number 94, O, carries -0.930; number 95, H, carries 0.423; number 96, H, carries 0.321; number 97, H, carries 0.342; number 98, H, carries 0.501; number 99, H, carries 0.574

Entry 2:
Entry from OMol25: one molecule with the formula C5H8O (the ωB97M-V functional and the def2-TZVPD basis).

XYZ file:
```
14
Properties=species:S:1:pos:R:3:forces:R:3
C -2.175831 0.590996 -0.084202 -0.183 0.131 -0.124
O -1.195181 -0.040430 0.714759 0.148 0.003 0.113
C -0.268669 -0.777211 -0.023223 0.001 -0.234 -0.043
C 0.648206 0.396858 -1.603716 0.296 -0.189 0.457
C 1.037101 0.020784 -0.431530 -0.203 0.168 -0.452
C 2.242559 0.085969 0.460888 -0.031 0.022 0.017
H -2.753539 -0.145609 -0.664629 0.150 0.079 0.121
H -2.854658 1.112102 0.595284 0.159 -0.052 -0.113
H -1.724771 1.306654 -0.786550 -0.023 -0.108 0.135
H 0.122222 -1.568321 0.622708 -0.034 0.011 -0.046
H -0.755831 -1.267208 -0.878400 0.163 0.159 0.086
H 2.588903 -0.924965 0.707822 -0.138 0.141 -0.049
H 3.071283 0.607393 -0.027897 -0.251 -0.060 0.031
H 2.018203 0.602994 1.398688 -0.054 -0.070 -0.131
```
Positions in Å, forces in eV/Å.

Values from the calculation:
LUMO level	0.01432	Eh
highest occupied orbital energy	-10.009	eV
calculated total energy	-7357.79605	eV
ΔE to the lowest compared entry with this formula, charge and spin	102.8	kcal per mole
multiplicity	1

List of Mulliken charges in e, atom by atom: number 1, C, carries -0.645; number 2, O, carries -0.334; number 3, C, carries -0.610; number 4, C, carries -0.868; number 5, C, carries 1.067; number 6, C, carries -1.129; number 7, H, carries 0.291; number 8, H, carries 0.246; number 9, H, carries 0.310; number 10, H, carries 0.323; number 11, H, carries 0.445; number 12, H, carries 0.304; number 13, H, carries 0.313; number 14, H, carries 0.288

Entry 3:
Entry from OMol25: one molecule with the formula C5H8O2 (the ωB97M-V functional and the def2-TZVPD basis).

XYZ file:
```
15
Properties=species:S:1:pos:R:3:forces:R:3
C -2.045760 -0.146879 -0.875760 -0.038 0.019 -0.035
C -0.906139 -0.453468 0.090990 0.004 -0.064 0.050
C 0.163277 0.638565 0.077376 0.010 0.042 -0.038
C 1.258284 0.323102 1.059712 -0.420 0.118 0.557
O 1.174375 0.161463 2.240012 0.121 0.084 -0.596
C 2.581984 -0.516086 0.132688 0.355 0.150 -0.087
O 2.659376 0.709145 0.478071 -0.068 -0.344 -0.026
H -2.546550 0.793088 -0.615666 0.075 -0.132 -0.029
H -2.797958 -0.941961 -0.859787 0.111 0.121 -0.008
H -1.676365 -0.054400 -1.903990 -0.059 -0.017 0.140
H -0.428198 -1.404926 -0.172655 -0.082 0.124 0.040
H -1.288056 -0.561034 1.112429 0.056 0.009 -0.149
H 0.572160 0.772169 -0.927503 -0.035 -0.039 0.152
H -0.271084 1.595601 0.396489 0.061 -0.110 -0.014
H 3.550651 -0.914376 -0.232410 -0.089 0.039 0.041
```
Positions in Å, forces in eV/Å.

Values from the calculation:
LUMO level	0.00689	Eh
highest occupied orbital energy	-9.202	eV
calculated total energy	-9406.24170	eV
ΔE to the lowest compared entry with this formula, charge and spin	82.8	kcal per mole
multiplicity	1

List of Mulliken charges in e, atom by atom: number 1, C, carries -1.186; number 2, C, carries -0.309; number 3, C, carries -0.540; number 4, C, carries 0.739; number 5, O, carries -0.561; number 6, C, carries -0.406; number 7, O, carries -0.250; number 8, H, carries 0.311; number 9, H, carries 0.347; number 10, H, carries 0.324; number 11, H, carries 0.288; number 12, H, carries 0.296; number 13, H, carries 0.345; number 14, H, carries 0.338; number 15, H, carries 0.266